Formula: C18H21NO
Source: the OMol25 dataset
Level of theory: the ωB97M-V functional and the def2-TZVPD basis

XYZ file:
```
41
C18H21NO, DFT the ωB97M-V functional and the def2-TZVPD basis
C -4.8092 -0.1584 0.1746
C -3.5348 0.5853 0.5579
H -3.7465 1.6536 0.6507
H -3.1953 0.2213 1.5298
C -2.4492 0.3860 -0.5020
C -1.1920 1.2040 -0.3258
C -0.3355 1.3357 -1.4153
C 0.8852 1.9695 -1.2866
C 1.2751 2.4836 -0.0618
C 0.4291 2.3677 1.0256
C -0.7935 1.7298 0.8973
H -1.4379 1.6567 1.7613
H 0.7218 2.7705 1.9844
H 2.2317 2.9728 0.0444
H 1.5362 2.0584 -2.1436
H -0.6312 0.9225 -2.3686
C -1.9474 -1.0648 -0.5575
O -2.0639 -1.7680 -1.5361
N -1.3374 -1.4644 0.5859
H -1.1626 -0.7476 1.2765
C -0.3450 -2.5280 0.5727
C 0.9999 -1.8930 0.3306
C 1.7299 -1.3643 1.3858
C 2.8940 -0.6555 1.1512
C 3.3525 -0.4519 -0.1425
C 2.6205 -0.9863 -1.1965
C 1.4566 -1.6930 -0.9658
H 0.8864 -2.0856 -1.7945
H 2.9643 -0.8379 -2.2100
C 4.6112 0.3162 -0.4077
H 4.4573 1.0371 -1.2084
H 4.9409 0.8444 0.4835
H 5.4066 -0.3616 -0.7184
H 3.4488 -0.2494 1.9852
H 1.3847 -1.5072 2.4008
H -0.6147 -3.2104 -0.2348
H -0.3764 -3.0546 1.5300
H -2.8801 0.6018 -1.4849
H -4.6048 -1.2194 0.0511
H -5.5677 -0.0378 0.9447
H -5.2074 0.2222 -0.7631
```

Calculated values
HOMO level	-8.81	eV
structure (SMILES)	CC[C@H](C(=O)NCc1ccc(C)cc1)c1ccccc1
LUMO energy	0.03072	Ha
molar mass	267.372	u
energy relative to the best compared isomer or geometry (same formula, charge and spin)	0.160	eV